# 1
{
  "formula": "C10H20Br10",
  "method": "ωB97M-V/def2-TZVPD",
  "symbols": ["Br", "C", "C", "Br", "H", "H", "H", "H", "Br", "C", "C", "Br", "H", "H", "H", "H", "Br", "C", "C", "Br", "H", "H", "H", "H", "Br", "C", "C", "Br", "H", "H", "H", "H", "Br", "C", "C", "Br", "H", "H", "H", "H"],
  "positions_angstrom": [[5.0421, 7.9806, -4.6777], [4.2842, 7.2354, -3.0039], [4.8972, 8.0001, -1.8571], [4.3589, 6.9367, -0.2400], [4.5224, 6.1745, -3.0800], [3.1954, 7.2873, -3.0094], [4.4759, 8.9949, -1.7124], [5.9593, 8.2447, -1.8419], [-3.5554, -6.4129, 2.8503], [-3.6696, -6.4339, 4.8704], [-3.9820, -5.0141, 5.4591], [-4.2974, -5.0201, 7.4620], [-2.7244, -6.8057, 5.2659], [-4.5293, -7.0648, 5.0963], [-4.7498, -4.5091, 4.8730], [-3.1845, -4.2712, 5.4417], [-6.8386, 3.6469, -3.3866], [-5.0760, 2.9978, -3.9956], [-4.7809, 3.8690, -5.2644], [-3.1168, 3.2185, -6.1341], [-5.0148, 1.9336, -4.2233], [-4.2707, 3.2074, -3.2916], [-4.7290, 4.9457, -5.1029], [-5.6421, 3.8347, -5.9318], [-0.3185, 0.3637, 2.7729], [0.7861, 0.3270, 1.1178], [0.6137, 1.7265, 0.5022], [1.1004, 1.7972, -1.4942], [0.3266, -0.3768, 0.4238], [1.8429, 0.1809, 1.3411], [1.0985, 2.5316, 1.0544], [-0.4518, 1.9554, 0.5241], [2.2701, -8.3727, 1.0203], [3.8282, -7.0982, 0.8362], [3.2875, -5.7617, 1.4007], [4.7663, -4.4343, 1.1984], [4.1044, -7.1309, -0.2178], [4.5799, -7.6282, 1.4211], [3.2596, -5.6792, 2.4873], [2.3319, -5.3760, 1.0457]],
  "forces_ev_per_angstrom": [[-0.43, -0.04, 0.27], [0.54, 0.03, -0.71], [-0.61, 0.08, 0.94], [0.46, 0.60, -0.46], [0.34, 0.24, 0.42], [0.17, 0.42, -0.14], [-0.59, -0.27, -0.13], [0.11, -1.09, -0.19], [0.01, 0.19, 1.40], [-0.44, 1.41, 0.32], [0.71, 0.12, -0.31], [-0.19, -0.34, -1.43], [-0.26, -0.17, -0.25], [0.39, -0.18, -0.09], [-0.66, -0.40, 0.64], [0.46, -0.65, -0.29], [0.74, -0.60, 0.10], [0.89, 1.55, -1.28], [-0.61, -0.66, 0.24], [-0.86, 0.40, 0.34], [-0.70, 0.15, -0.02], [-0.52, 0.09, 0.46], [0.69, -0.21, 0.60], [0.37, -0.72, -0.44], [0.68, -0.21, -0.56], [-0.24, 1.48, -0.59], [-0.82, -0.13, -0.45], [-0.15, -0.12, 1.73], [0.34, -0.28, 0.44], [-0.36, -0.57, 0.19], [0.42, -0.22, -0.38], [0.13, 0.05, -0.38], [0.49, 0.36, -0.21], [-1.72, -0.35, 0.60], [1.67, 0.03, 0.53], [-0.40, -0.03, -0.47], [-0.22, 0.43, 0.19], [0.04, 0.71, 0.10], [-0.31, -0.96, -0.12], [0.44, -0.19, -0.62]],
  "lowdin_charge": [0.580, -0.702, -0.656, 0.565, 0.042, 0.061, 0.054, 0.056, 0.536, -0.612, -0.633, 0.532, 0.052, 0.044, 0.049, 0.032, 0.605, -0.663, -0.705, 0.571, 0.054, 0.053, 0.049, 0.036, 0.591, -0.636, -0.648, 0.503, 0.049, 0.063, 0.057, 0.023, 0.538, -0.618, -0.660, 0.555, 0.051, 0.047, 0.032, 0.055],
  "homo_energy_ev": -10.38,
  "max_force_ev_per_a": 2.20,
  "charge": 0,
  "e_above_lowest_kcal_mol": 46.6
}



# 2
{
  "formula": "C10H20Br2F3OS",
  "method": "ωB97M-V/def2-TZVPD",
  "symbols": ["C", "C", "C", "C", "C", "C", "S", "C", "O", "C", "F", "F", "F", "H", "H", "H", "H", "H", "H", "H", "H", "H", "H", "H", "H", "H", "H", "H", "H", "Br", "C", "C", "Br", "H", "H", "H", "H"],
  "positions_angstrom": [[-2.0661, 0.0539, 1.0277], [-1.5382, 1.0911, 2.0201], [-0.0202, 1.2568, 2.0403], [0.5699, 1.7553, 0.7066], [1.2228, 0.5992, -0.0647], [1.5914, 0.7996, -1.5524], [0.8769, 2.2744, -2.3305], [0.6035, 1.7787, -4.0983], [-0.7123, 1.4641, -4.4019], [-1.2324, 0.2728, -3.9582], [-0.3045, -0.6848, -3.9341], [-2.2164, -0.0702, -4.7434], [-1.6889, 0.4133, -2.7068], [-1.9819, -0.9585, 1.4236], [-1.5376, 0.0807, 0.0707], [-3.1194, 0.2265, 0.8034], [-1.8546, 0.8072, 3.0266], [-2.0023, 2.0630, 1.8246], [0.4526, 0.2971, 2.2619], [0.2354, 1.9582, 2.8345], [1.3317, 2.5128, 0.9025], [-0.2418, 2.2299, 0.1418], [0.6130, -0.2993, 0.0099], [2.1584, 0.3672, 0.4457], [1.2820, -0.0489, -2.1592], [2.6605, 0.9503, -1.6973], [-0.4013, 2.1819, -1.9337], [0.8555, 2.6579, -4.6822], [1.3032, 0.9664, -4.2999], [1.7816, -1.6302, 3.6850], [0.4776, -3.0664, 3.5647], [0.7233, -3.9450, 2.3679], [0.2282, -3.0600, 0.7039], [-0.5001, -2.5958, 3.5279], [0.5738, -3.6391, 4.4839], [0.1082, -4.8399, 2.4200], [1.7684, -4.2202, 2.2694]],
  "forces_ev_per_angstrom": [[-0.11, 0.07, 0.00], [-0.07, -0.03, 0.03], [0.00, -0.05, -0.25], [0.05, -0.08, -0.01], [0.09, 0.08, 0.03], [0.04, -0.26, 0.06], [-0.01, 0.31, 0.15], [0.11, -0.09, -0.14], [-0.16, 0.03, -0.05], [0.10, 0.06, -0.07], [0.07, -0.15, -0.05], [-0.01, 0.04, -0.01], [-0.05, -0.01, 0.18], [0.12, 0.01, -0.07], [-0.01, 0.02, 0.01], [-0.01, -0.02, 0.07], [-0.06, 0.05, -0.02], [0.06, 0.00, -0.03], [-0.05, 0.12, 0.23], [0.09, -0.09, 0.03], [-0.09, 0.13, -0.10], [0.04, 0.02, -0.02], [-0.08, 0.09, -0.05], [-0.03, -0.13, 0.01], [0.00, -0.02, 0.03], [0.01, 0.05, 0.01], [-0.11, -0.06, -0.03], [-0.01, 0.01, -0.02], [0.01, 0.04, 0.03], [0.05, -0.08, 0.06], [0.01, 0.08, -0.03], [0.02, -0.02, 0.00], [0.03, -0.07, -0.01], [-0.02, -0.03, 0.04], [0.03, -0.02, -0.02], [-0.02, 0.02, -0.02], [-0.01, -0.03, 0.00]],
  "lowdin_charge": [-0.102, -0.245, -0.215, -0.218, -0.230, -0.337, 1.202, -0.311, 0.029, -0.715, 0.180, 0.245, 0.163, 0.045, 0.043, 0.078, 0.111, 0.108, 0.030, 0.117, 0.119, 0.083, 0.043, 0.125, 0.084, 0.100, 0.019, 0.120, 0.121, 0.662, -0.672, -0.668, 0.650, 0.051, 0.065, 0.064, 0.054],
  "homo_energy_ev": -12.51,
  "max_force_ev_per_a": 0.34,
  "charge": 1
}



# 3
{
  "formula": "C10H20Ca2F10N5O29S10",
  "method": "ωB97M-V/def2-TZVPD",
  "symbols": ["Ca", "Ca", "N", "S", "O", "O", "F", "S", "O", "O", "F", "N", "S", "O", "O", "F", "S", "O", "O", "F", "N", "S", "O", "O", "F", "S", "O", "O", "F", "N", "S", "O", "O", "F", "S", "O", "O", "F", "N", "S", "O", "O", "F", "S", "O", "O", "F", "C", "O", "C", "O", "O", "C", "H", "H", "H", "H", "H", "H", "C", "O", "C", "O", "O", "C", "H", "H", "H", "H", "H", "H", "C", "C", "O", "C", "O", "O", "C", "H", "H", "H", "H", "H", "H", "H", "H"],
  "positions_angstrom": [[0.6210, 3.3247, 2.7973], [-2.4007, -0.8061, -0.2546], [-2.8117, -4.4193, 2.8009], [-1.4576, -3.8587, 2.0612], [-0.2040, -3.8475, 2.7288], [-1.7220, -2.8258, 1.0601], [-1.3615, -5.0795, 1.0408], [-2.6465, -3.6449, 4.1757], [-2.5571, -2.2038, 4.0632], [-1.8501, -4.2212, 5.2096], [-4.1375, -3.8414, 4.7324], [-0.2603, 1.3193, 3.2536], [-1.8654, 0.7394, 3.0762], [-2.7100, 0.7983, 4.2040], [-2.1494, -0.2390, 2.0588], [-2.3202, 2.1210, 2.3070], [0.3059, -0.0396, 3.7591], [0.4253, -1.1167, 2.8265], [0.0652, -0.3352, 5.1402], [1.8277, 0.4483, 3.7670], [5.3433, 2.5353, 1.2554], [4.2083, 1.8096, 2.2142], [4.4145, 0.4355, 2.5360], [2.8658, 2.3522, 2.1812], [4.7746, 2.4831, 3.5421], [5.1442, 1.6224, 0.0275], [3.8656, 1.6676, -0.6503], [5.8588, 0.3759, -0.0369], [6.0247, 2.5941, -0.9446], [-0.3501, 0.0650, -0.5385], [0.2769, 1.7059, -0.6182], [0.9919, 2.1438, -1.7764], [0.4629, 2.4496, 0.5996], [-1.2113, 2.2248, -0.9588], [1.0251, -0.6058, -0.7747], [2.1086, -0.3590, 0.1044], [1.3032, -0.7932, -2.1780], [0.5053, -2.0737, -0.3850], [1.8079, 5.1884, 2.6378], [2.2005, 6.3730, 3.5984], [1.9386, 7.6947, 3.1183], [3.3413, 6.0970, 4.4024], [0.9747, 6.1479, 4.6592], [3.0282, 5.5281, 1.5058], [4.3102, 5.1494, 1.9826], [2.8974, 6.6445, 0.6066], [2.6714, 4.3375, 0.5162], [-5.4261, 0.2279, -2.4269], [-5.5704, 1.3596, -1.5771], [-4.5308, 1.8250, -0.9140], [-3.5131, 1.2250, -0.6072], [-4.7550, 3.0889, -0.6573], [-3.8733, 3.7730, 0.2463], [-6.3084, 0.1041, -3.0428], [-5.1756, -0.6487, -1.8311], [-4.5820, 0.4231, -3.0913], [-4.0159, 3.3223, 1.2261], [-4.1405, 4.8241, 0.2639], [-2.8565, 3.6705, -0.1305], [2.5064, -7.0380, -1.8423], [3.8422, -6.5787, -1.8816], [4.2092, -5.4467, -1.2724], [5.3540, -5.1477, -1.1019], [3.1395, -4.7819, -0.8335], [3.3290, -3.5354, -0.1698], [2.4417, -8.0033, -2.3505], [1.8787, -6.4336, -2.5017], [2.1629, -7.1631, -0.8194], [4.0932, -3.6156, 0.6039], [2.3679, -3.2996, 0.2695], [3.6611, -2.7595, -0.8606], [-0.0853, 1.6546, -4.9017], [-1.0035, 0.9565, -3.9190], [-1.3966, -0.3437, -4.4369], [-2.1318, -1.1203, -3.7261], [-2.4294, -0.9551, -2.5474], [-2.6094, -2.1174, -4.4701], [-3.8360, -2.7427, -4.1182], [-0.2177, 1.3921, -5.9465], [0.9251, 1.4327, -4.5539], [-0.1599, 2.7344, -4.7731], [-1.8811, 1.5517, -3.6578], [-0.4839, 0.6862, -3.0049], [-4.4009, -2.0500, -3.4918], [-3.7395, -3.6525, -3.5274], [-4.3620, -2.8840, -5.0573]],
  "forces_ev_per_angstrom": [[1.31, -0.68, -0.87], [0.11, -0.91, 1.06], [2.32, 1.39, -0.22], [-0.26, -1.78, -3.24], [-0.83, 0.19, 0.16], [-0.56, 0.64, 0.54], [0.13, -0.21, 0.27], [-1.67, 1.75, 3.76], [0.08, -0.83, -0.70], [-0.02, -0.53, -0.74], [0.21, -0.30, -0.57], [-4.83, -1.70, -0.64], [-2.13, 3.34, -1.58], [0.74, -0.45, 0.50], [0.75, 0.62, 0.31], [0.52, -0.13, -0.03], [7.06, -4.33, 2.58], [-1.50, 0.88, -0.08], [-0.90, 0.57, -0.93], [-0.56, 0.56, 0.34], [-2.78, -1.36, 2.26], [2.03, 1.54, 3.84], [-0.74, 0.08, -1.15], [-0.28, -0.12, -0.31], [-0.36, 0.36, -0.02], [1.91, -0.48, -6.41], [0.25, -0.06, 1.17], [-0.47, 0.71, 0.59], [-0.11, -0.48, 0.32], [1.92, 5.20, 0.74], [-3.48, 2.58, -0.94], [0.09, -1.45, 1.14], [0.35, -1.17, 0.18], [0.12, 0.04, -0.11], [3.33, -6.31, -2.18], [-0.80, 0.94, 0.28], [-0.30, 0.76, 0.71], [-0.22, 0.37, 0.13], [1.73, 1.96, -2.10], [-1.43, 2.17, 4.69], [0.34, -0.82, -0.15], [-0.17, 0.25, -0.37], [0.05, -0.39, -0.55], [1.47, -2.40, -4.59], [-0.48, 0.76, 0.60], [-0.63, -0.36, 1.80], [-0.69, 0.22, 0.45], [1.30, 0.05, 0.00], [-0.69, 0.16, -0.23], [0.14, 0.65, -0.06], [-0.69, -0.66, 0.01], [-0.54, 0.21, -0.11], [0.40, -0.33, 0.05], [-0.29, 0.07, 0.41], [-0.34, -0.20, -0.10], [-0.02, -0.13, -0.05], [0.32, 0.17, 0.03], [-0.31, -0.10, -0.17], [0.02, -0.06, 0.33], [-0.51, -0.24, -0.81], [0.68, -0.62, -0.42], [-0.42, 0.12, 0.81], [0.08, 0.12, -0.30], [-0.27, -0.28, -0.43], [0.57, 0.33, 0.36], [0.68, -0.16, 0.29], [-0.21, 0.48, 0.70], [-0.29, 0.34, -0.06], [-0.09, -0.11, 0.00], [0.06, 0.07, 0.02], [-0.17, -0.07, -0.10], [0.63, 0.03, 0.91], [0.30, -0.25, 0.71], [-0.12, 0.14, -1.14], [-0.67, -0.44, -0.07], [-0.22, -0.13, 0.21], [0.76, 0.17, -0.17], [-0.50, 0.62, 0.69], [-0.17, -0.12, 0.04], [0.14, -0.17, -0.54], [-0.29, 0.00, -0.11], [-0.24, -0.29, -0.20], [0.10, 0.51, -0.07], [-0.16, -0.04, -0.12], [0.42, -0.14, -0.34], [0.01, -0.31, 0.08]],
  "lowdin_charge": [1.553, 1.539, -0.268, 0.537, -0.224, -0.425, -0.192, 0.475, -0.312, -0.259, -0.199, -0.437, 0.610, -0.188, -0.385, -0.236, 0.439, -0.226, -0.214, -0.179, -0.238, 0.537, -0.234, -0.412, -0.181, 0.458, -0.305, -0.273, -0.224, -0.389, 0.645, -0.185, -0.378, -0.214, 0.421, -0.198, -0.246, -0.188, -0.484, 0.463, -0.249, -0.235, -0.230, 0.539, -0.228, -0.238, -0.187, -0.020, 0.038, -0.579, -0.024, 0.046, 0.005, 0.109, 0.086, 0.095, 0.093, 0.104, 0.085, -0.063, -0.003, -0.614, 0.146, -0.023, -0.013, 0.087, 0.094, 0.100, 0.108, 0.077, 0.107, -0.031, -0.176, 0.100, -0.574, -0.063, 0.035, -0.013, 0.084, 0.087, 0.086, 0.128, 0.060, 0.065, 0.106, 0.104],
  "homo_energy_ev": -7.14,
  "max_force_ev_per_a": 8.67,
  "charge": -1
}



# 4
{
  "formula": "C10H20ClFeMn",
  "method": "ωB97M-V/def2-TZVPD",
  "symbols": ["Mn", "Cl", "C", "C", "H", "H", "H", "H", "H", "H", "Fe", "C", "C", "H", "H", "H", "H", "H", "C", "C", "C", "C", "C", "C", "H", "H", "H", "H", "H", "H", "H", "H", "H"],
  "positions_angstrom": [[1.6768, -0.7044, -1.5084], [3.5196, -1.8959, -1.8044], [2.0429, 1.0873, -2.3554], [-0.0385, -0.9058, -2.5811], [1.6679, 1.1251, -3.4014], [1.7801, 2.0325, -1.8308], [3.1501, 0.9192, -2.3558], [0.0207, -0.3748, -3.5332], [-0.9942, -0.6652, -2.1020], [0.0427, -1.9860, -2.7422], [0.0178, 0.5301, 0.8216], [-2.5504, -1.2698, 1.0591], [-0.5587, 2.0594, 0.0284], [-2.6737, -0.9021, 0.0078], [-2.4036, -2.3824, 1.0080], [-3.4894, -1.0504, 1.6150], [-1.3959, 1.7542, -0.6778], [0.2165, 2.6729, -0.5504], [1.3031, -0.6925, 4.1511], [-0.0563, -0.0030, 3.9983], [-1.0894, -0.6531, 4.9359], [0.1548, 1.4907, 4.2340], [-0.5679, -0.1918, 2.6029], [-1.3754, -0.5728, 1.6409], [1.6986, -0.5400, 5.1624], [2.0331, -0.2635, 3.4446], [1.2419, -1.7706, 3.9574], [-0.8420, -0.4725, 5.9936], [-2.0881, -0.2606, 4.7353], [-1.1030, -1.7346, 4.7617], [0.9512, 1.8511, 3.5730], [-0.7392, 2.0717, 4.0066], [0.4609, 1.6932, 5.2604]],
  "forces_ev_per_angstrom": [[-0.77, 0.06, 0.07], [1.14, -1.00, 0.17], [1.26, 1.81, 0.01], [-1.13, -0.93, 0.30], [0.20, -0.06, 0.67], [0.40, -0.38, -0.48], [-0.45, 0.78, -0.27], [0.13, -0.02, 0.15], [-0.12, -0.18, -0.14], [-0.60, -0.22, -0.36], [0.32, -1.26, 1.28], [-0.32, -0.14, -0.86], [0.37, 1.68, -2.73], [-0.09, -0.45, 0.82], [-0.06, 1.03, 0.13], [0.64, -0.14, -0.25], [0.55, 0.75, 0.62], [-1.38, -0.41, 0.65], [0.34, -0.15, -0.21], [-0.31, -0.44, -0.27], [0.22, 0.17, 0.31], [-0.06, 0.23, -0.08], [-1.73, -0.97, -2.98], [2.10, 0.21, 3.17], [-0.11, -0.03, -0.08], [-0.25, -0.17, 0.21], [-0.03, 0.21, 0.04], [-0.04, -0.04, -0.22], [0.04, 0.01, 0.06], [-0.04, 0.17, 0.04], [-0.16, -0.01, 0.07], [-0.04, -0.04, 0.04], [-0.01, -0.07, 0.13]],
  "mulliken_spin": [4.749, 0.071, 0.139, -0.003, 0.004, -0.034, 0.018, 0.009, -0.010, 0.038, 3.449, 0.013, 0.820, -0.003, 0.007, -0.005, 0.015, 0.021, -0.010, 0.016, -0.002, 0.003, -0.209, -0.105, 0.001, 0.003, 0.002, 0.000, -0.002, 0.000, 0.011, -0.008, 0.002],
  "homo_energy_ev": [-1.92, -4.08],
  "max_force_ev_per_a": 3.81,
  "multiplicity": 10,
  "charge": -1
}